# 1
# C57H113N3O43P4

A cluster of 15 separate species, C57H113N3O43P4 in total at a distorted geometry (the ωB97M-V functional and the def2-TZVPD basis, OMol25).

XYZ file:
```
220
Properties=species:S:1:pos:R:3:lowdin_charge:R:1
C -0.6612 -2.7178 -3.1574 -0.07
C -0.3130 -3.7332 -2.0782 -0.23
O -0.7961 -3.2010 -0.8304 -0.18
P -0.3530 -3.8089 0.5349 0.40
O 1.0391 -3.5370 1.0015 -0.24
O -0.6529 -5.3453 0.2988 -0.17
C -0.0303 -6.3347 1.1880 -0.25
C 1.2889 -6.7615 0.6566 -0.09
O -1.4432 -3.2026 1.5086 -0.19
C -2.8611 -3.4719 1.3250 -0.25
C -3.2548 -4.4975 2.3407 -0.05
H -1.7881 -2.6145 -3.0174 0.09
H -0.2270 -1.7168 -3.2865 0.05
H -0.5639 -3.2563 -4.0875 0.08
H -0.9002 -4.6293 -2.2888 0.12
H 0.7246 -3.9817 -2.0168 0.11
H 0.0483 -5.9912 2.2108 0.11
H -0.6888 -7.2204 1.2792 0.13
H 1.9419 -5.8870 0.6095 0.07
H 1.8226 -7.4608 1.2933 0.08
H 1.2813 -7.1813 -0.3447 0.08
H -3.4002 -2.5476 1.4911 0.11
H -3.0731 -3.7767 0.2881 0.10
H -3.0400 -4.0921 3.2968 0.07
H -4.2838 -4.7799 2.2626 0.07
H -2.6564 -5.4102 2.0682 0.09
C -3.2564 2.4027 -3.1486 -0.06
C -4.4658 3.3298 -3.0475 -0.22
O -5.0589 3.2646 -1.7217 -0.17
P -6.3566 2.4027 -1.6021 0.34
O -6.5166 1.3325 -2.5728 -0.21
O -6.2861 1.8821 -0.1386 -0.15
C -5.7807 2.7577 0.9124 -0.26
C -6.2694 2.3295 2.2548 -0.06
O -7.4037 3.6209 -1.6523 -0.18
C -8.1728 3.6776 -2.9009 -0.21
C -9.5669 2.9299 -2.6755 -0.05
H -2.5438 2.6889 -2.3321 0.09
H -3.5250 1.3616 -3.1027 0.07
H -2.6871 2.5090 -4.0410 0.06
H -4.1820 4.3622 -3.1957 0.12
H -5.1110 3.0114 -3.8604 0.11
H -4.6781 2.7158 0.8878 0.08
H -6.0541 3.7725 0.7034 0.11
H -7.3710 2.2282 2.1976 0.09
H -5.7488 1.4048 2.4462 0.06
H -6.0082 3.1014 3.0058 0.10
H -8.3128 4.7433 -3.1051 0.12
H -7.6931 3.1395 -3.7059 0.09
H -10.1247 3.4123 -1.8970 0.06
H -10.2325 2.8211 -3.5193 0.07
H -9.2768 1.9637 -2.3936 0.04
C -5.4662 -1.4251 -2.1787 -0.08
C -6.6267 -2.0094 -1.5256 -0.26
O -6.8586 -3.3141 -2.0687 -0.18
P -6.2365 -4.6776 -1.5225 0.34
O -5.2392 -4.5791 -0.4784 -0.19
O -7.4432 -5.6250 -1.3051 -0.17
C -8.4280 -6.0635 -2.2819 -0.22
C -9.0040 -4.9942 -3.2714 -0.07
O -5.7518 -5.2980 -2.8870 -0.19
C -4.4015 -5.0616 -3.4099 -0.22
C -4.5125 -4.0195 -4.4608 -0.08
H -4.6233 -2.0465 -1.8293 0.09
H -5.5135 -1.5085 -3.2494 0.08
H -5.4661 -0.3525 -1.9351 0.05
H -6.5089 -2.0239 -0.4851 0.11
H -7.4811 -1.4182 -1.7660 0.12
H -7.8507 -6.8248 -2.8564 0.12
H -9.1977 -6.6468 -1.7583 0.11
H -9.8908 -5.2861 -3.8592 0.08
H -9.1437 -4.0177 -2.7324 0.08
H -8.1585 -4.7924 -3.9508 0.06
H -3.8260 -4.6173 -2.5873 0.10
H -3.9009 -5.9584 -3.7803 0.12
H -5.0262 -3.1546 -4.1025 0.03
H -3.5355 -3.5599 -4.7602 0.09
H -5.0511 -4.3827 -5.3678 0.10
C 3.2805 1.5185 1.8129 -0.04
C 1.8085 1.7768 2.0104 -0.19
O 0.9113 0.7833 1.4090 -0.18
P 0.5192 0.9625 -0.0770 0.42
O 0.0114 2.3358 -0.4169 -0.21
O 1.7902 0.5199 -0.9453 -0.17
C 2.1467 -0.9104 -0.9327 -0.23
C 3.5486 -1.0044 -1.4319 -0.06
O -0.5781 -0.1770 -0.2233 -0.16
C -1.8351 0.0576 -0.9804 -0.22
C -3.0455 0.4342 -0.1918 -0.03
H 3.8330 2.2102 2.3979 0.06
H 3.5115 0.5045 1.9423 0.06
H 3.6937 1.7112 0.8120 0.09
H 1.7707 1.7039 3.1290 0.13
H 1.4725 2.6902 1.6290 0.07
H 2.0473 -1.2498 0.0861 0.08
H 1.4043 -1.5524 -1.4698 0.11
H 3.7245 -0.6664 -2.4309 0.06
H 4.1934 -0.5446 -0.6434 0.09
H 3.8582 -2.0902 -1.5290 0.10
H -1.6186 0.7214 -1.8127 0.07
H -2.0336 -0.9002 -1.4912 0.11
H -3.1696 -0.3605 0.5404 0.09
H -2.9970 1.4007 0.2244 0.04
H -3.8055 0.5104 -0.9886 0.07
C 1.8106 -2.7616 4.1279 0.03
C 3.2877 -2.6289 3.6245 -0.55
O 4.2011 -2.4139 4.4009 0.02
N 3.4048 -2.6157 2.3090 0.02
C 4.7402 -2.6635 1.7774 -0.08
H 1.7302 -3.3664 4.9917 0.06
H 1.0948 -3.0873 3.3845 0.04
H 1.5033 -1.7645 4.5066 0.07
H 2.6133 -2.7935 1.6705 0.08
H 5.3896 -3.1653 2.5137 0.09
H 5.1551 -1.6285 1.6353 0.08
H 4.9026 -3.2439 0.8685 0.08
C 5.6088 4.4686 1.9585 0.02
C 6.3280 3.1698 1.4658 -0.57
O 6.5230 3.0047 0.2971 0.06
N 6.5779 2.3345 2.4643 0.00
C 7.3448 1.1789 2.2490 -0.07
H 5.2624 4.4064 2.9880 0.06
H 4.6982 4.6301 1.4349 0.04
H 6.3237 5.3408 1.8176 0.11
H 6.0786 2.5093 3.3497 0.11
H 8.3842 1.5578 2.1198 0.11
H 6.9082 0.7049 1.4063 0.06
H 7.2817 0.4961 3.1096 0.10
C -1.3521 2.2287 6.8125 0.02
C 0.0220 2.7555 6.5090 -0.58
O 1.0666 2.3288 6.9666 0.04
N -0.0174 3.7609 5.6278 0.03
C 1.2429 4.3643 5.2629 -0.06
H -1.8266 3.0778 7.2841 0.09
H -1.2111 1.3777 7.4135 0.07
H -1.9429 2.0522 5.9069 0.08
H -0.8407 4.0340 5.1434 0.10
H 1.0912 5.2987 4.7433 0.08
H 1.9168 3.6730 4.6069 0.11
H 1.7010 4.7254 6.1592 0.08
C -2.5262 4.4903 1.2120 -0.08
C -1.1695 4.2759 1.9472 -0.02
O -1.4933 4.7965 3.2992 0.03
C -2.7796 5.0881 3.4535 -0.59
O -3.3045 5.4486 4.4658 0.15
O -3.3917 4.9186 2.2591 0.06
H -2.7808 3.5296 0.7688 0.10
H -2.4461 5.2110 0.4657 0.11
H -0.3888 4.8971 1.5596 0.10
H -0.7957 3.3013 2.1314 0.09
C 0.8683 5.0233 -2.2049 -0.05
C 2.0907 4.0586 -2.2120 -0.15
O 2.5106 4.0475 -0.8901 0.01
C 1.7102 4.8826 -0.0879 -0.56
O 2.0297 5.1070 1.0645 0.12
O 0.7808 5.4395 -0.8089 0.07
H -0.1017 4.5669 -2.4707 0.13
H 0.9960 5.9201 -2.8160 0.13
H 2.8096 4.4302 -2.9144 0.11
H 1.9251 2.9672 -2.3921 0.12
C 5.7655 3.7621 -2.5684 -0.08
C 7.2831 3.5555 -2.7686 -0.12
O 7.4078 2.2044 -3.0569 0.06
C 6.2669 1.5639 -2.7092 -0.56
O 6.1541 0.3383 -2.6291 0.10
O 5.3244 2.4081 -2.5727 0.11
H 5.3554 4.3688 -3.3310 0.11
H 5.5389 4.2519 -1.6979 0.09
H 7.9048 3.8590 -1.8886 0.14
H 7.6743 3.9917 -3.6727 0.12
C -0.4526 0.1387 4.0092 -0.11
C -1.5658 -0.9655 3.9755 -0.07
O -2.6079 -0.2805 3.3065 0.09
C -2.3684 0.9946 3.2434 -0.60
O -3.2085 1.7563 2.8578 0.16
O -1.1082 1.3036 3.5544 0.05
H 0.2803 -0.1364 3.2653 0.10
H -0.0621 0.2489 5.0238 0.13
H -1.8819 -1.2314 4.9859 0.13
H -1.2357 -1.8299 3.4160 0.10
C 7.7711 -1.6174 -1.0554 -0.14
C 8.8464 -1.0715 -2.0328 -0.02
O 9.0121 -2.2626 -2.9799 0.08
C 7.8360 -2.8861 -2.9303 -0.60
O 7.5539 -3.7969 -3.6442 0.14
O 7.0385 -2.4869 -1.8961 0.03
H 7.0479 -0.9014 -0.7210 0.10
H 8.1689 -2.0240 -0.1368 0.12
H 9.8215 -0.9097 -1.5248 0.14
H 8.4588 -0.1564 -2.4986 0.10
C 4.9494 -2.8393 -4.8348 -0.14
C 4.4414 -4.0598 -4.0382 -0.02
O 3.1701 -3.3991 -3.5723 0.03
C 2.8417 -2.3812 -4.3607 -0.62
O 1.8513 -1.7368 -4.2646 0.14
O 3.8025 -2.1552 -5.2473 0.09
H 5.6432 -3.0203 -5.6864 0.15
H 5.4747 -2.2142 -4.1443 0.10
H 5.0676 -4.2582 -3.1733 0.11
H 4.1377 -5.0004 -4.6072 0.15
C 0.5537 1.6166 -5.4897 -0.09
C 0.5595 1.0032 -4.0688 -0.09
O -0.7108 0.3205 -4.1074 0.00
C -1.2575 0.2171 -5.3309 -0.60
O -2.3234 -0.1967 -5.5116 0.20
O -0.4348 0.8522 -6.2275 0.05
H 1.5416 1.5129 -5.9716 0.13
H 0.2861 2.6857 -5.5570 0.13
H 0.5387 1.8107 -3.3265 0.10
H 1.3720 0.3576 -3.8062 0.09
C 4.1345 1.2619 7.9035 -0.10
C 3.6706 0.3119 6.8025 -0.07
O 3.7087 1.1691 5.6323 0.05
C 4.4871 2.2234 5.8789 -0.55
O 5.0176 2.9351 5.0762 0.12
O 4.6971 2.3991 7.2297 0.06
H 5.0061 0.8216 8.3646 0.13
H 3.3789 1.6108 8.5576 0.12
H 2.6825 -0.0507 6.8461 0.11
H 4.3696 -0.4688 6.6157 0.12
```

orbital gap: 9.513 eV
spin multiplicity: 1
highest occupied orbital energy: -0.3449 Ha

# 2
# C57H133N19O19

A cluster of 19 separate species, C57H133N19O19 in total at a distorted geometry (the ωB97M-V functional and the def2-TZVPD basis, OMol25).

XYZ file:
```
228
Properties=species:S:1:pos:R:3:lowdin_charge:R:1
C 2.9766 -2.8201 -6.2880 -0.01
C 2.6744 -1.3451 -6.7262 -0.57
O 3.4977 -0.6023 -7.2062 0.02
N 1.3925 -1.0229 -6.5629 0.01
C 0.9827 0.3653 -6.7865 -0.05
H 3.7939 -3.2028 -6.9032 0.07
H 2.2024 -3.6137 -6.3352 0.07
H 3.3513 -2.8850 -5.2328 0.07
H 0.8417 -1.6721 -6.0043 0.08
H -0.0263 0.3426 -7.2392 0.09
H 1.7035 0.7998 -7.5155 0.08
H 1.0956 0.9598 -5.8837 0.06
C -1.0073 -6.4723 2.8884 0.00
C -0.4566 -5.1727 3.4654 -0.53
O -1.0680 -4.5611 4.3532 -0.02
N 0.7313 -4.7549 2.9261 0.05
C 1.3405 -3.4086 3.4067 -0.03
H -1.6689 -6.9427 3.5951 0.08
H -0.2518 -7.2210 2.6616 0.08
H -1.4421 -6.2378 1.9412 0.07
H 1.1642 -5.2958 2.1474 0.10
H 2.3998 -3.4620 3.1504 0.06
H 1.3299 -3.3333 4.5005 0.08
H 1.0719 -2.4900 2.8357 0.05
C -0.8994 4.2240 5.5800 0.00
C -1.0618 2.7263 5.6484 -0.61
O -1.7028 2.0788 4.8632 0.03
N -0.3593 2.2185 6.6225 0.04
C -0.1438 0.7702 7.0147 0.01
H -1.5334 4.7012 4.7765 0.09
H 0.2301 4.3610 5.3716 0.11
H -1.1243 4.7544 6.4939 0.07
H 0.2381 2.7740 7.1658 0.11
H 0.1441 0.7102 8.0721 0.10
H 0.6663 0.4154 6.3904 0.06
H -1.0475 0.3000 6.7128 0.04
C 2.8989 -4.2539 -1.0136 0.02
C 1.8802 -5.3058 -0.7781 -0.54
O 1.2236 -5.4219 0.2632 0.00
N 1.6174 -6.1619 -1.7550 0.04
C 2.1527 -6.3318 -3.1597 -0.02
H 3.7821 -4.6344 -1.5338 0.09
H 3.2268 -3.7961 -0.0638 0.09
H 2.4443 -3.4384 -1.5174 0.06
H 1.0223 -6.9068 -1.4789 0.12
H 2.3186 -5.3393 -3.5711 0.07
H 1.3950 -6.8776 -3.6618 0.06
H 3.0659 -6.9389 -3.2594 0.08
C -2.0707 -3.0172 -6.0046 0.02
C -1.1839 -3.1367 -4.7564 -0.54
O -0.0062 -2.8119 -4.6943 0.02
N -1.8251 -3.7349 -3.7734 0.03
C -1.4235 -3.7151 -2.4004 -0.04
H -2.3025 -3.9537 -6.4954 0.09
H -1.6612 -2.3538 -6.6976 0.05
H -3.0183 -2.5742 -5.6734 0.08
H -2.7903 -3.7241 -3.8501 0.11
H -1.9670 -2.9741 -1.8234 0.07
H -0.3720 -3.5611 -2.2281 0.07
H -1.6389 -4.6971 -1.9661 0.09
C -0.3497 5.0030 1.6168 0.01
C -1.4437 4.1305 1.0542 -0.53
O -1.9096 4.2083 -0.0914 0.01
N -1.8275 3.1522 1.9167 0.05
C -2.9622 2.2162 1.5749 -0.02
H -0.4462 6.0481 1.2870 0.09
H 0.6875 4.6399 1.3160 0.10
H -0.5056 5.0080 2.6989 0.05
H -1.4552 3.1425 2.8415 0.07
H -3.7562 2.9125 1.4040 0.08
H -3.0945 1.6510 2.4993 0.05
H -2.8135 1.5979 0.7294 0.04
C -7.6946 3.4173 -1.5645 0.01
C -7.0041 4.1984 -2.6921 -0.58
O -6.9628 5.4076 -2.7422 0.04
N -6.4082 3.4376 -3.5866 0.02
C -5.7988 3.9565 -4.7869 -0.05
H -8.7904 3.7328 -1.4137 0.11
H -7.2977 3.7987 -0.6626 0.06
H -7.6907 2.3524 -1.6303 0.04
H -6.2474 2.4584 -3.3387 0.09
H -6.2207 5.0013 -4.8835 0.11
H -6.0849 3.4435 -5.6531 0.06
H -4.7355 3.9678 -4.7783 0.04
C 6.3872 1.5255 4.1997 0.02
C 5.8963 0.1102 4.2516 -0.60
O 6.5214 -0.7831 3.7293 0.02
N 4.8024 -0.1344 4.9343 0.04
C 4.3694 -1.5368 5.1299 -0.03
H 6.1769 1.8686 3.1990 0.08
H 7.4483 1.5657 4.3498 0.08
H 5.8495 2.1530 4.9113 0.08
H 4.2327 0.6683 5.2905 0.13
H 4.8113 -2.0464 5.9839 0.09
H 4.6209 -2.0917 4.2760 0.05
H 3.3282 -1.4788 5.2616 0.06
C -5.9743 -1.4794 -1.6460 0.02
C -5.8540 0.0431 -1.4172 -0.51
O -5.7154 0.8411 -2.2990 0.00
N -5.8523 0.4059 -0.0956 0.06
C -5.9850 -0.4638 1.1176 -0.02
H -5.1651 -2.0073 -1.2246 0.04
H -6.1455 -1.6524 -2.7436 0.10
H -6.8619 -1.8835 -1.1200 0.08
H -5.9368 1.4141 0.0643 0.13
H -6.3418 0.1193 1.9247 0.05
H -4.9950 -0.8289 1.3349 0.05
H -6.6708 -1.2734 0.9586 0.08
C 6.1066 -0.8929 -4.6737 0.02
C 6.7046 0.1272 -3.6807 -0.55
O 7.2674 1.1240 -4.0828 0.03
N 6.5847 -0.2138 -2.4071 0.00
C 7.2060 0.5230 -1.4440 -0.13
H 5.6676 -1.7969 -4.2348 0.07
H 7.0011 -1.2154 -5.2595 0.10
H 5.4322 -0.3692 -5.3392 0.05
H 6.0971 -1.1164 -2.0998 0.12
H 7.1254 1.6106 -1.5665 0.08
H 8.2782 0.3826 -1.3929 0.09
H 6.7529 0.2486 -0.4068 0.12
C 4.0081 -0.8596 0.5152 0.03
C 5.1696 -1.7722 0.2013 -0.58
O 5.2875 -2.1936 -0.9412 -0.01
N 5.9319 -2.0792 1.2065 0.03
C 6.9431 -3.0644 1.2234 -0.05
H 3.9308 -0.4999 1.5618 0.09
H 3.0306 -1.2838 0.2485 0.06
H 4.0727 -0.0073 -0.1180 0.06
H 5.8051 -1.5193 2.0077 0.07
H 7.5739 -2.9749 0.3569 0.08
H 6.4926 -4.0909 1.2757 0.11
H 7.6049 -2.8667 2.0805 0.09
C -2.9557 0.0009 -4.1864 0.03
C -2.4074 1.4670 -3.9428 -0.54
O -1.3146 1.9001 -4.3299 0.01
N -3.3455 2.1815 -3.3502 0.03
C -2.9880 3.5362 -2.9193 -0.04
H -2.8879 -0.0957 -5.2518 0.06
H -4.0168 -0.0934 -3.9316 0.06
H -2.3241 -0.7451 -3.6981 0.06
H -4.1711 1.6870 -2.9286 0.10
H -3.7583 3.9312 -2.3099 0.08
H -2.9240 4.1042 -3.8213 0.08
H -2.1220 3.6113 -2.2772 0.05
C -1.5969 -1.9456 1.8184 0.01
C -2.8586 -2.7137 1.4052 -0.51
O -3.2881 -2.6910 0.2365 -0.02
N -3.2639 -3.5784 2.3484 0.04
C -4.3123 -4.6107 2.1785 -0.02
H -0.8960 -1.9659 1.0667 0.03
H -1.1650 -2.3362 2.8064 0.09
H -1.9140 -0.9406 2.0228 0.06
H -2.7686 -3.5547 3.2152 0.07
H -5.1338 -4.4487 2.8477 0.07
H -3.8491 -5.6137 2.2890 0.08
H -4.6655 -4.4553 1.1553 0.08
C 0.6536 3.2885 -1.8872 0.03
C 1.9317 2.8996 -1.1588 -0.52
O 1.7999 2.5908 0.0340 -0.02
N 3.0673 3.0898 -1.7777 0.04
C 4.3663 2.9012 -1.1882 -0.04
H 0.0140 3.6871 -1.0949 0.07
H 0.1834 2.4967 -2.3273 0.01
H 0.7764 4.0642 -2.5954 0.09
H 3.0160 3.4097 -2.7268 0.09
H 4.9158 3.7062 -1.5981 0.07
H 4.8013 1.9889 -1.5233 0.05
H 4.2877 2.9347 -0.0753 0.10
C -2.1688 -2.3496 6.3184 -0.01
C -3.3037 -2.0371 5.3503 -0.56
O -4.2401 -2.7691 5.1621 0.07
N -3.2708 -0.7374 4.9437 0.02
C -4.2595 -0.3073 4.0548 -0.10
H -1.2866 -1.8213 5.9010 0.06
H -1.9249 -3.4600 6.1805 0.09
H -2.2397 -2.1330 7.3768 0.08
H -2.5357 -0.1134 5.2912 0.10
H -5.2668 -0.4872 4.3676 0.07
H -4.2523 -0.8857 3.0771 0.08
H -4.1057 0.7715 3.9269 0.07
C -7.8363 1.2943 4.4916 0.00
C -6.7730 2.2448 4.0066 -0.59
O -6.7800 2.6112 2.8333 0.03
N -5.9737 2.7607 4.9409 0.04
C -4.9545 3.7161 4.4235 -0.05
H -7.5069 0.6154 5.3485 0.10
H -8.1530 0.7133 3.6506 0.07
H -8.6420 1.8746 4.9113 0.08
H -5.5914 2.2222 5.6821 0.12
H -4.3171 3.2751 3.7044 0.03
H -4.3643 4.2018 5.2085 0.09
H -5.4861 4.4458 3.8455 0.08
C 2.8282 3.3428 3.2864 0.02
C 2.0882 2.1035 3.6748 -0.49
O 2.1915 1.6148 4.8205 -0.03
N 1.3905 1.3937 2.7516 0.04
C 0.6897 0.2162 3.0076 -0.09
H 3.1886 3.4022 2.2435 0.09
H 3.6728 3.4116 3.8840 0.05
H 2.1722 4.1297 3.5461 0.06
H 1.3716 1.7689 1.8100 0.09
H 1.3444 -0.4056 3.6489 0.09
H 0.5606 -0.2700 2.0759 0.05
H -0.2960 0.4146 3.4236 0.08
C 3.5917 2.8242 -5.7478 0.00
C 4.6252 3.5928 -4.8853 -0.45
O 4.2166 4.2969 -3.9351 -0.01
N 5.9204 3.4848 -5.3528 0.02
C 7.1378 3.9241 -4.7230 -0.09
H 3.6682 2.8235 -6.8258 0.08
H 2.5736 3.1979 -5.4224 0.10
H 3.7616 1.7837 -5.5297 0.05
H 6.0546 2.7190 -5.9636 0.11
H 7.9437 3.7366 -5.4953 0.11
H 7.4786 3.3455 -3.8833 0.05
H 7.1865 4.9441 -4.4183 0.07
C 2.1102 -0.6852 -2.5694 0.03
C 0.9780 -0.7641 -1.5459 -0.53
O 0.9653 -1.5240 -0.5984 0.03
N -0.0605 0.0804 -1.8247 0.04
C -1.0453 0.3658 -0.8118 -0.07
H 3.0422 -1.1486 -2.2430 0.07
H 2.2705 0.3314 -2.9041 0.07
H 1.6381 -1.2115 -3.4237 0.08
H -0.0089 0.6786 -2.6564 0.10
H -0.5662 0.5075 0.2214 0.10
H -1.7592 -0.4697 -0.6901 0.08
H -1.5907 1.2496 -0.9891 0.05
```

orbital gap: 9.139 eV
energy relative to the best compared isomer or geometry (same formula, charge and spin): 8.6 kcal/mol
spin multiplicity: 1
highest occupied orbital energy: -0.3288 Ha